The following is a quantum chemistry calculation of one molecule with the formula C5H7NO, from OMol25.

```
14
Properties=species:S:1:pos:R:3
C -1.18 -1.29 -0.10
C -0.58 -0.17 0.77
O 0.53 -0.93 1.25
C 1.49 -0.74 0.38
C 1.34 0.42 -0.34
C 0.05 0.89 0.05
N -0.54 2.10 -0.21
H -2.07 -1.01 -0.65
H -0.41 -1.61 -0.86
H -1.35 -2.20 0.49
H 2.07 -1.63 0.27
H 2.00 0.78 -1.12
H 0.05 2.86 -0.52
H -1.19 2.40 0.51
```

The HOMO energy (spin up / spin down) is -7.37 / -7.37 eV. The SMILES is Cc1occc1N. As for the charge: 0. The calculation puts the LUMO energy (spin up / spin down) at 0.628 / 0.628 eV.

Atomic partial charges in e from the Löwdin method, atoms 1 to 2:
1 C -0.058
2 C -0.240